This record from the OMol25 dataset describes a molecular structure, C50H56AsN4O3PbTe. The level of theory is ωB97M-V/def2-TZVPD.

Net charge   +1
E_HOMO   -10.41 eV
Max |F|   3.01 eV/A

Positions of all 116 atoms, in Å:
Pb: 0.645 -0.478 -0.270
C: 2.134 -1.315 3.459
C: 2.717 -1.799 2.099
C: 3.738 -1.053 1.555
C: 4.321 0.110 2.355
C: 4.148 -1.281 0.239
C: 5.284 -0.491 -0.306
C: 3.661 -2.342 -0.466
C: 4.289 -2.841 -1.775
C: 2.643 -3.119 0.106
C: 2.131 -4.335 -0.648
C: 2.146 -2.854 1.379
C: 0.946 -3.629 1.972
H: 1.630 -0.388 3.321
H: 3.041 -1.093 4.089
H: 1.492 -1.969 3.993
H: 4.984 -0.229 3.084
H: 3.497 0.605 2.889
H: 4.768 0.831 1.653
H: 5.106 0.408 -0.845
H: 5.842 -1.106 -1.014
H: 5.954 -0.263 0.497
H: 4.184 -2.261 -2.634
H: 3.789 -3.772 -2.092
H: 5.337 -3.108 -1.586
H: 1.928 -4.049 -1.649
H: 1.180 -4.774 -0.112
H: 2.922 -5.121 -0.649
H: 0.338 -3.016 2.611
H: 1.236 -4.385 2.783
H: 0.279 -4.089 1.239
N: 1.101 0.264 -2.782
N: 0.146 1.177 -3.165
C: -0.825 1.537 -2.226
O: -1.788 2.146 -2.646
O: -0.756 1.061 -1.012
H: 2.032 0.698 -2.933
H: 1.093 -0.656 -3.203
H: -0.326 1.027 -4.009
C: -0.054 -3.036 -4.012
Te: -0.801 -2.801 -2.039
C: -2.156 -1.537 -2.957
C: -1.638 -1.205 -4.300
C: -2.240 -0.099 -4.874
C: -1.807 0.285 -6.145
C: -0.803 -0.433 -6.766
C: -0.215 -1.553 -6.178
C: -0.667 -1.918 -4.916
H: -0.041 -4.010 -4.447
H: 1.063 -2.839 -3.878
H: -2.214 -0.630 -2.427
H: -3.209 -1.914 -2.879
H: -3.058 0.477 -4.355
H: -2.253 1.169 -6.572
H: -0.384 -0.159 -7.696
H: 0.558 -2.070 -6.756
C: 3.670 3.278 5.182
C: 2.471 2.619 5.273
C: 1.607 2.520 4.190
C: 1.930 3.016 2.932
C: 3.093 3.718 2.811
C: 3.967 3.766 3.913
As: 0.664 2.457 1.524
C: -0.748 3.738 1.767
C: -0.604 5.132 1.628
C: -1.756 5.955 1.686
C: -3.012 5.390 2.086
C: -3.075 4.087 2.439
C: -1.936 3.269 2.310
C: 1.425 3.060 -0.192
C: 2.658 2.514 -0.570
C: 3.235 2.853 -1.815
C: 2.561 3.710 -2.675
C: 1.277 4.156 -2.339
C: 0.735 3.892 -1.055
H: 4.376 3.251 5.978
H: 2.191 2.193 6.268
H: 0.705 1.864 4.190
H: 3.283 4.159 1.796
H: 4.899 4.181 3.688
H: 0.314 5.583 1.258
H: -1.615 7.020 1.486
H: -3.847 6.068 2.170
H: -3.909 3.596 2.904
H: -2.045 2.227 2.626
H: 3.188 1.747 0.023
H: 4.136 2.400 -2.197
H: 2.949 3.979 -3.655
H: 0.708 4.678 -3.064
H: -0.162 4.378 -0.865
C: -5.902 -1.000 2.040
N: -4.874 -0.778 0.975
N: -3.719 -1.521 1.128
C: -2.673 -0.754 0.680
O: -1.527 -1.253 0.433
C: -3.159 0.544 0.447
C: -4.534 0.493 0.587
C: -5.414 1.688 0.566
C: -3.705 -3.002 1.136
C: -2.738 -3.720 1.799
C: -2.755 -5.104 1.731
C: -3.756 -5.704 0.895
C: -4.618 -4.934 0.159
C: -4.590 -3.562 0.293
H: -5.946 -2.060 2.270
H: -6.828 -0.598 1.727
H: -5.558 -0.446 2.933
H: -2.556 1.325 -0.084
H: -4.868 2.535 0.146
H: -5.890 2.047 1.476
H: -6.296 1.438 -0.077
H: -1.927 -3.133 2.252
H: -2.025 -5.669 2.342
H: -3.752 -6.829 0.923
H: -5.435 -5.282 -0.464
H: -5.356 -2.956 -0.113

Cartesian forces (eV/Å) of the 2 atoms listed first:
-0.009 0.274 0.013
2.833 -0.360 -0.476

These are the Löwdin partial charges, in e, on atoms 1 to 99: number 1, Pb, carries 1.33; number 2, C, carries -0.01; number 3, C, carries -0.21; number 4, C, carries -0.19; number 5, C, carries -0.02; number 6, C, carries -0.22; number 7, C, carries -0.02; number 8, C, carries -0.20; number 9, C, carries -0.02; number 10, C, carries -0.25; number 11, C, carries -0.08; number 12, C, carries -0.23; number 13, C, carries -0.04; number 14, H, carries 0.05; number 15, H, carries 0.10; number 16, H, carries 0.06; number 17, H, carries 0.08; number 18, H, carries 0.06; number 19, H, carries 0.08; number 20, H, carries 0.07; number 21, H, carries 0.08; number 22, H, carries 0.08; number 23, H, carries 0.06; number 24, H, carries 0.06; number 25, H, carries 0.10; number 26, H, carries 0.01; number 27, H, carries 0.09; number 28, H, carries 0.11; number 29, H, carries 0.04; number 30, H, carries 0.12; number 31, H, carries 0.05; number 32, N, carries -0.02; number 33, N, carries 0.03; number 34, C, carries -0.72; number 35, O, carries 0.06; number 36, O, carries -0.32; number 37, H, carries 0.10; number 38, H, carries 0.05; number 39, H, carries 0.09; number 40, C, carries -0.40; number 41, Te, carries 1.39; number 42, C, carries -0.44; number 43, C, carries -0.35; number 44, C, carries -0.05; number 45, C, carries -0.06; number 46, C, carries -0.07; number 47, C, carries -0.02; number 48, C, carries -0.27; number 49, H, carries 0.05; number 50, H, carries 0.06; number 51, H, carries 0.02; number 52, H, carries 0.10; number 53, H, carries 0.15; number 54, H, carries 0.11; number 55, H, carries 0.09; number 56, H, carries 0.12; number 57, C, carries -0.07; number 58, C, carries -0.10; number 59, C, carries -0.15; number 60, C, carries -0.41; number 61, C, carries -0.10; number 62, C, carries -0.07; number 63, As, carries 1.32; number 64, C, carries -0.40; number 65, C, carries -0.10; number 66, C, carries -0.04; number 67, C, carries -0.08; number 68, C, carries -0.10; number 69, C, carries -0.13; number 70, C, carries -0.40; number 71, C, carries -0.14; number 72, C, carries -0.10; number 73, C, carries -0.08; number 74, C, carries -0.05; number 75, C, carries -0.10; number 76, H, carries 0.10; number 77, H, carries 0.12; number 78, H, carries 0.10; number 79, H, carries 0.12; number 80, H, carries 0.08; number 81, H, carries 0.11; number 82, H, carries 0.11; number 83, H, carries 0.10; number 84, H, carries 0.10; number 85, H, carries 0.09; number 86, H, carries 0.08; number 87, H, carries 0.10; number 88, H, carries 0.11; number 89, H, carries 0.10; number 90, H, carries 0.08; number 91, C, carries 0.03; number 92, N, carries -0.07; number 93, N, carries 0.06; number 94, C, carries -0.39; number 95, O, carries -0.29; number 96, C, carries 0.06; number 97, C, carries -0.23; number 98, C, carries -0.01; number 99, C, carries -0.19

***

This record from the OMol25 dataset describes a molecular structure, C50H56N2O4PSe2Tb. The level of theory is ωB97M-V/def2-TZVPD.

E_HOMO (spin up / spin down)   -7.65 / -7.54 eV
Expectation value of S²   12.793
2S+1   7
Max |F|   3.32 eV/A

Positions of all 116 atoms, in Å:
Tb: -0.538 0.709 -1.190
C: -0.188 2.292 6.412
C: -0.605 0.926 5.836
C: 0.611 -0.047 6.044
C: -1.844 0.401 6.613
C: -0.918 1.070 4.379
C: -0.267 0.398 3.379
C: -0.631 0.704 2.013
N: -0.051 0.087 0.968
C: 0.983 -0.813 1.070
C: 0.993 -1.901 1.932
C: 2.033 -2.817 1.912
C: 3.156 -2.478 1.139
C: 3.215 -1.342 0.343
C: 1.993 -0.651 0.079
O: 1.725 0.075 -0.967
C: 4.514 -0.837 -0.238
C: 5.653 -1.745 0.192
C: 4.391 -0.806 -1.801
C: 4.817 0.557 0.270
C: 1.887 -4.116 2.706
C: 1.504 -3.880 4.210
C: 0.734 -4.988 2.074
C: 3.162 -4.933 2.636
C: -1.504 1.799 1.668
O: -1.390 2.288 0.478
C: -2.345 2.289 2.723
C: -2.017 1.921 4.039
C: -3.487 3.276 2.493
C: -2.850 4.644 2.159
C: -4.334 2.771 1.314
C: -4.386 3.387 3.774
H: 0.059 2.146 7.477
H: 0.665 2.737 5.857
H: -0.950 3.044 6.307
H: 0.842 -0.150 7.115
H: 0.318 -1.060 5.671
H: 1.543 0.224 5.567
H: -1.615 0.078 7.653
H: -2.662 1.137 6.637
H: -2.244 -0.522 6.079
H: 0.595 -0.215 3.625
H: 0.118 -2.068 2.568
H: 4.018 -3.121 1.245
H: 5.571 -2.772 -0.162
H: 6.599 -1.352 -0.242
H: 5.818 -1.806 1.254
H: 4.237 -1.805 -2.182
H: 3.557 -0.152 -2.105
H: 5.334 -0.433 -2.261
H: 4.902 0.584 1.377
H: 5.779 0.927 -0.139
H: 4.032 1.308 -0.021
H: 0.505 -3.456 4.254
H: 1.525 -4.835 4.727
H: 2.228 -3.187 4.723
H: -0.194 -4.435 1.968
H: 0.983 -5.289 1.042
H: 0.513 -5.855 2.699
H: 4.039 -4.424 3.045
H: 3.083 -5.867 3.221
H: 3.453 -5.257 1.614
H: -2.560 2.364 4.877
H: -2.237 4.561 1.261
H: -3.596 5.384 1.967
H: -2.192 5.086 2.909
H: -3.710 2.676 0.382
H: -4.681 1.750 1.535
H: -5.210 3.398 1.047
H: -3.805 3.787 4.586
H: -5.237 4.071 3.621
H: -4.814 2.410 4.044
O: -4.325 -1.323 -0.666
C: -3.113 -1.354 -0.734
O: -2.308 -0.327 -0.542
C: -2.333 -2.548 -1.181
C: -2.903 -3.855 -1.318
C: -2.079 -4.882 -1.726
C: -0.728 -4.662 -2.066
C: 0.253 -5.679 -2.242
C: 1.484 -5.352 -2.721
C: 1.907 -3.989 -2.821
C: 1.028 -3.001 -2.525
C: -0.278 -3.265 -2.028
N: -1.034 -2.308 -1.473
H: -3.991 -4.025 -1.171
H: -2.436 -5.912 -1.765
H: -0.021 -6.687 -2.010
H: 2.167 -6.142 -3.036
H: 2.909 -3.713 -3.141
H: 1.287 -1.937 -2.638
Se: -1.338 3.204 -2.702
P: -0.614 2.557 -4.661
Se: 0.431 0.710 -4.250
C: 0.317 3.948 -5.324
C: -0.291 5.210 -5.494
C: 0.513 6.329 -5.715
C: 1.901 6.165 -5.871
C: 2.460 4.906 -5.816
C: 1.678 3.800 -5.536
C: -2.007 2.228 -5.778
C: -3.272 2.772 -5.579
C: -4.361 2.273 -6.306
C: -4.165 1.309 -7.280
C: -2.896 0.903 -7.657
C: -1.831 1.337 -6.871
H: -1.425 5.361 -5.390
H: 0.097 7.341 -5.810
H: 2.470 7.053 -6.102
H: 3.553 4.761 -5.939
H: 2.095 2.778 -5.441
H: -3.514 3.499 -4.830
H: -5.348 2.686 -6.058
H: -5.022 0.846 -7.781
H: -2.735 0.188 -8.485
H: -0.809 0.947 -7.020

Cartesian forces (eV/Å) of the 2 atoms listed first:
-0.248 0.278 -1.788
0.731 -0.037 -0.138

These are the Löwdin partial charges, in e, on atoms 1 to 99: number 1, Tb, carries 1.42; number 2, C, carries -0.04; number 3, C, carries -0.55; number 4, C, carries -0.05; number 5, C, carries -0.04; number 6, C, carries -0.17; number 7, C, carries 0.07; number 8, C, carries -0.13; number 9, N, carries 0.04; number 10, C, carries -0.20; number 11, C, carries 0.01; number 12, C, carries -0.15; number 13, C, carries 0.05; number 14, C, carries -0.09; number 15, C, carries -0.29; number 16, O, carries -0.24; number 17, C, carries -0.55; number 18, C, carries -0.08; number 19, C, carries -0.02; number 20, C, carries -0.05; number 21, C, carries -0.52; number 22, C, carries -0.04; number 23, C, carries -0.03; number 24, C, carries -0.09; number 25, C, carries -0.24; number 26, O, carries -0.15; number 27, C, carries -0.06; number 28, C, carries 0.08; number 29, C, carries -0.51; number 30, C, carries -0.03; number 31, C, carries -0.04; number 32, C, carries -0.05; number 33, H, carries 0.09; number 34, H, carries 0.10; number 35, H, carries 0.07; number 36, H, carries 0.09; number 37, H, carries 0.09; number 38, H, carries 0.08; number 39, H, carries 0.09; number 40, H, carries 0.08; number 41, H, carries 0.11; number 42, H, carries 0.10; number 43, H, carries 0.13; number 44, H, carries 0.09; number 45, H, carries 0.08; number 46, H, carries 0.10; number 47, H, carries 0.08; number 48, H, carries 0.06; number 49, H, carries 0.08; number 50, H, carries 0.09; number 51, H, carries 0.10; number 52, H, carries 0.09; number 53, H, carries 0.10; number 54, H, carries 0.06; number 55, H, carries 0.07; number 56, H, carries 0.10; number 57, H, carries 0.07; number 58, H, carries 0.08; number 59, H, carries 0.08; number 60, H, carries 0.09; number 61, H, carries 0.09; number 62, H, carries 0.10; number 63, H, carries 0.10; number 64, H, carries 0.08; number 65, H, carries 0.07; number 66, H, carries 0.09; number 67, H, carries 0.09; number 68, H, carries 0.10; number 69, H, carries 0.10; number 70, H, carries 0.06; number 71, H, carries 0.09; number 72, H, carries 0.09; number 73, O, carries 0.09; number 74, C, carries -0.55; number 75, O, carries -0.26; number 76, C, carries -0.15; number 77, C, carries 0.02; number 78, C, carries -0.01; number 79, C, carries -0.13; number 80, C, carries -0.05; number 81, C, carries -0.07; number 82, C, carries -0.06; number 83, C, carries -0.02; number 84, C, carries -0.20; number 85, N, carries 0.15; number 86, H, carries 0.13; number 87, H, carries 0.12; number 88, H, carries 0.11; number 89, H, carries 0.11; number 90, H, carries 0.10; number 91, H, carries 0.09; number 92, Se, carries 0.23; number 93, P, carries 0.14; number 94, Se, carries 0.22; number 95, C, carries -0.42; number 96, C, carries -0.09; number 97, C, carries -0.08; number 98, C, carries -0.09; number 99, C, carries -0.09